# C19H25N3SSiW

C19H25N3SSiW as an isolated structure (wB97M-V/def2-TZVPD, OMol25).

Structure (XYZ):
```
50
Properties=species:S:1:pos:R:3:mulliken_spin:R:1
C -2.014 0.659 -0.041 0.03
C -1.470 1.057 -1.306 0.00
C -1.102 -0.125 -2.025 0.14
H -1.455 2.072 -1.693 0.01
C -1.379 -1.259 -1.193 -0.07
C -1.969 -0.772 0.028 -0.04
H -2.458 -1.388 0.778 0.00
H -2.453 1.313 0.707 0.01
H -0.672 -0.161 -3.020 0.05
H -1.349 -2.297 -1.512 0.00
W 0.119 0.053 -0.110 1.76
C 4.603 3.375 -1.586 0.00
H 4.634 2.312 -1.855 0.00
H 4.542 3.990 -2.492 0.00
H 3.742 3.612 -0.945 0.00
Si 1.682 2.002 -0.700 -0.11
C 1.220 3.514 0.342 0.03
C -0.106 3.971 0.408 0.01
H -0.909 3.432 -0.106 0.01
C -0.425 5.127 1.132 0.00
H -1.461 5.461 1.173 0.00
C 0.567 5.844 1.796 0.01
H 0.322 6.765 2.329 0.00
C 1.878 5.367 1.769 0.00
H 2.659 5.903 2.309 0.00
C 2.204 4.203 1.070 0.02
H 3.228 3.820 1.096 0.00
C 1.452 2.470 -2.519 -0.04
C 1.138 3.775 -2.924 0.01
H 1.137 4.587 -2.192 0.00
C 0.787 4.035 -4.254 0.00
H 0.510 5.048 -4.541 0.00
C 0.776 3.015 -5.203 0.00
H 0.496 3.223 -6.237 0.00
C 1.143 1.727 -4.814 0.02
H 1.149 0.920 -5.546 0.00
C 1.492 1.457 -3.491 0.04
H 1.769 0.436 -3.206 -0.03
H 3.092 1.653 -0.483 0.00
H 5.506 3.620 -1.004 0.00
N 0.930 -1.875 0.254 0.03
N 0.109 -2.491 1.252 0.02
C -0.229 -1.735 2.303 0.05
N -0.906 -2.294 3.319 0.01
S -0.012 -0.017 2.202 0.00
H 1.916 -1.891 0.533 0.01
H 0.865 -2.410 -0.613 -0.01
H 0.283 -3.499 1.395 0.00
H -1.150 -1.736 4.133 0.00
H -1.093 -3.286 3.337 0.00
```

Charge = +2
Kohn-Sham gap (spin up / spin down) = 0.198 / 0.194 Eh
Molecular weight = 539.42 g/mol
Strongest force on any atom = 0.052 Eh/bohr
Calculated total energy = -1657.3649 a.u.
LUMO (spin up / spin down) = -8.52 / -8.61 eV
Multiplicity = 3
Expectation value of S² = 2.012